Entry 1:
{
  "formula": "C30H29F6IN2O4P2S3Sc",
  "method": "ωB97M-V with the def2-TZVPD basis set",
  "fmax_ev_per_a": 3.27,
  "de_lowest_kj_mol": 98.08,
  "molar_mass_da": 925.57,
  "charge": 1,
  "orbital_gap_ev": 6.504,
  "multiplicity": 1,
  "homo_ev": -10.4,
  "elements": ["Sc", "C", "S", "C", "C", "C", "N", "P", "C", "C", "C", "C", "C", "C", "C", "C", "C", "C", "C", "C", "P", "C", "C", "C", "C", "C", "C", "C", "C", "C", "C", "C", "C", "H", "H", "H", "H", "H", "H", "H", "H", "H", "H", "H", "H", "H", "H", "H", "H", "H", "H", "H", "H", "H", "H", "H", "H", "H", "H", "H", "H", "H", "F", "C", "F", "F", "S", "O", "O", "N", "S", "O", "O", "C", "F", "F", "F", "I"],
  "xyz": [[8.184, 13.072, 9.731], [12.606, 7.115, 16.107], [11.744, 7.864, 14.704], [11.771, 9.586, 15.247], [10.883, 10.564, 14.492], [10.430, 9.979, 13.129], [9.721, 11.012, 12.326], [10.320, 11.604, 10.886], [11.805, 12.472, 11.548], [12.917, 11.769, 11.977], [14.038, 12.317, 12.579], [14.021, 13.683, 12.691], [13.007, 14.431, 12.280], [11.856, 13.834, 11.734], [11.026, 10.178, 10.022], [12.262, 10.227, 9.348], [12.773, 9.181, 8.588], [12.005, 7.988, 8.488], [10.777, 7.935, 9.184], [10.229, 9.059, 9.809], [7.952, 10.782, 12.350], [7.465, 10.730, 14.100], [7.286, 9.448, 14.633], [6.912, 9.277, 16.020], [6.822, 10.421, 16.854], [6.901, 11.680, 16.287], [7.316, 11.820, 14.958], [7.472, 12.498, 12.081], [6.269, 12.749, 11.362], [5.929, 14.016, 10.844], [6.742, 15.104, 11.045], [7.873, 14.932, 11.897], [8.256, 13.623, 12.384], [12.946, 6.162, 15.763], [11.864, 6.933, 16.869], [13.384, 7.755, 16.578], [12.837, 9.904, 15.201], [11.434, 9.672, 16.250], [11.484, 11.501, 14.237], [9.986, 10.787, 15.068], [9.775, 9.088, 13.225], [11.373, 9.706, 12.639], [12.897, 10.692, 11.779], [14.958, 11.673, 12.641], [14.791, 14.210, 13.192], [13.047, 15.491, 12.381], [11.055, 14.519, 11.414], [12.854, 11.063, 9.517], [13.784, 9.213, 8.217], [12.339, 7.123, 7.926], [10.217, 6.985, 9.045], [9.221, 8.981, 10.226], [7.325, 8.602, 13.967], [6.797, 8.291, 16.404], [6.558, 10.271, 17.908], [6.884, 12.511, 16.954], [7.439, 12.890, 14.662], [5.533, 12.001, 11.159], [5.044, 14.089, 10.334], [6.526, 16.126, 10.656], [8.901, 16.491, 11.502], [9.179, 13.481, 12.941], [10.019, 13.965, 5.287], [8.867, 14.179, 5.807], [8.275, 15.199, 5.223], [8.091, 13.184, 5.729], [9.157, 14.613, 7.599], [7.827, 14.632, 8.253], [9.817, 13.425, 8.308], [10.008, 15.857, 7.414], [10.034, 17.147, 8.428], [8.804, 15.856, 12.236], [9.673, 16.643, 9.788], [8.443, 17.900, 7.830], [8.071, 17.540, 6.579], [8.598, 19.247, 8.075], [7.481, 17.486, 8.654], [7.252, 10.934, 8.533]],
  "lowdin_charge": [0.46, -0.40, 0.81, -0.50, -0.22, -0.31, -0.46, 0.98, -0.32, -0.13, -0.04, -0.11, -0.07, -0.07, -0.35, -0.09, -0.04, -0.05, -0.06, -0.14, 1.04, -0.39, -0.09, -0.03, -0.06, -0.07, -0.08, -0.48, -0.17, -0.08, 0.00, -0.26, -0.05, 0.02, 0.02, 0.06, 0.09, 0.07, 0.13, 0.09, 0.09, 0.08, 0.10, 0.14, 0.11, 0.11, 0.10, 0.08, 0.11, 0.11, 0.12, 0.07, 0.09, 0.09, 0.12, 0.10, 0.11, 0.10, 0.11, 0.16, 0.08, 0.13, 0.22, -0.78, 0.18, 0.21, 0.69, -0.38, -0.43, -0.40, 1.05, 0.07, -0.49, -0.68, 0.12, 0.09, 0.10, 0.49]
}

Entry 2:
{
  "formula": "H12O5S2",
  "method": "ωB97M-V with the def2-TZVPD basis set",
  "fmax_ev_per_a": 1.20,
  "de_lowest_kj_mol": 77.84,
  "molar_mass_da": 156.23,
  "orbital_gap_ev": 9.627,
  "smiles": "SS.O.O.O.O.O",
  "multiplicity": 1,
  "homo_ev": -9.4,
  "elements": ["S", "S", "H", "H", "O", "H", "H", "O", "H", "H", "O", "H", "H", "O", "H", "H", "O", "H", "H"],
  "xyz": [[-1.178, 2.549, 3.246], [0.347, 3.589, 4.240], [-0.536, 1.343, 3.381], [-0.368, 3.791, 5.363], [0.724, -2.108, 4.293], [0.482, -2.901, 4.754], [-0.022, -1.940, 3.725], [-1.055, -1.599, 0.869], [-0.650, -1.854, 0.023], [-0.547, -0.851, 1.171], [-0.734, -0.505, -1.865], [-0.915, 0.183, -1.226], [-0.922, -0.138, -2.749], [2.155, -0.679, -4.366], [2.255, -0.484, -3.434], [1.789, -1.573, -4.445], [-0.285, 1.203, -3.988], [0.461, 0.713, -4.369], [-1.002, 1.260, -4.622]],
  "nbo_charge": [-0.14, -0.13, 0.13, 0.13, -0.94, 0.47, 0.47, -0.95, 0.49, 0.46, -0.99, 0.47, 0.50, -0.96, 0.48, 0.48, -0.97, 0.50, 0.48]
}

Entry 3:
{
  "formula": "C5H4S",
  "method": "ωB97M-V with the def2-TZVPD basis set",
  "fmax_ev_per_a": 1.69,
  "de_lowest_kj_mol": 166.41,
  "molar_mass_da": 96.15,
  "orbital_gap_ev": 7.544,
  "smiles": "C#C/C=C\\C=S",
  "multiplicity": 1,
  "homo_ev": -8.6,
  "elements": ["C", "C", "C", "C", "C", "S", "H", "H", "H", "H"],
  "xyz": [[1.220, 0.674, 2.074], [1.020, -0.282, 1.360], [0.729, -1.399, 0.483], [-0.121, -1.389, -0.584], [-1.010, -0.326, -1.056], [-0.709, 1.247, -0.884], [1.206, 1.642, 2.580], [1.219, -2.323, 0.676], [-0.273, -2.343, -1.059], [-1.836, -0.592, -1.722]],
  "nbo_charge": [-0.18, -0.06, -0.19, -0.24, -0.33, 0.09, 0.25, 0.23, 0.21, 0.21]
}

Entry 4:
{
  "formula": "C10H20F4N4NbO",
  "method": "ωB97M-V with the def2-TZVPD basis set",
  "fmax_ev_per_a": 1.66,
  "de_lowest_kj_mol": 36.20,
  "molar_mass_da": 381.19,
  "charge": -1,
  "orbital_gap_ev": 6.488,
  "multiplicity": 1,
  "homo_ev": -4.0,
  "elements": ["N", "C", "Nb", "F", "C", "C", "O", "C", "F", "F", "F", "H", "H", "H", "H", "H", "H", "H", "H", "H", "H", "H", "C", "C", "N", "H", "H", "H", "C", "C", "N", "H", "H", "H", "C", "C", "N", "H", "H", "H"],
  "xyz": [[0.971, 0.290, 1.211], [-0.395, 0.717, 0.796], [-1.497, -0.643, -0.559], [-2.431, -1.818, -1.767], [-1.848, -2.177, 1.079], [-0.766, -2.342, 2.123], [0.431, -2.803, 1.493], [-3.527, 0.342, 0.254], [-4.667, -0.354, -0.064], [-3.613, 0.435, 1.637], [-3.814, 1.640, -0.127], [1.242, 0.761, 2.062], [1.636, 0.515, 0.484], [-0.304, 1.646, 0.212], [-0.973, 0.987, 1.686], [-1.587, 0.660, -1.869], [0.073, -1.361, -1.038], [-1.941, -3.135, 0.549], [-2.797, -2.011, 1.597], [-1.075, -3.084, 2.878], [-0.609, -1.395, 2.652], [1.122, -2.820, 2.161], [-2.524, 3.308, -2.945], [-1.527, 3.455, -1.903], [-0.778, 3.472, -1.032], [-3.516, 3.441, -2.519], [-2.364, 4.042, -3.733], [-2.449, 2.302, -3.357], [4.732, 1.972, 3.240], [3.547, 2.449, 2.548], [2.595, 2.799, 2.006], [4.867, 0.909, 3.048], [5.610, 2.512, 2.889], [4.624, 2.129, 4.312], [2.415, -3.297, -3.348], [1.883, -1.951, -3.238], [1.442, -0.905, -3.061], [3.480, -3.295, -3.121], [1.901, -3.946, -2.639], [2.267, -3.680, -4.356]],
  "nbo_charge": [-0.86, -0.78, 2.01, -0.60, -0.90, -0.06, -0.73, 0.57, -0.39, -0.40, -0.40, 0.34, 0.35, 0.24, 0.21, -0.40, -0.37, 0.21, 0.23, 0.13, 0.16, 0.45, -0.72, 0.31, -0.35, 0.26, 0.23, 0.28, -0.72, 0.26, -0.29, 0.25, 0.24, 0.25, -0.71, 0.27, -0.30, 0.24, 0.26, 0.24]
}

Entry 5:
{
  "formula": "C7H13NO2",
  "method": "ωB97M-V with the def2-TZVPD basis set",
  "fmax_ev_per_a": 0.55,
  "de_lowest_kj_mol": 69.61,
  "molar_mass_da": 143.19,
  "orbital_gap_ev": 9.736,
  "smiles": "CC(C)=C[C@@](C)(O)C(N)=O",
  "multiplicity": 1,
  "homo_ev": -9.0,
  "elements": ["C", "C", "C", "C", "C", "C", "O", "C", "N", "O", "H", "H", "H", "H", "H", "H", "H", "H", "H", "H", "H", "H", "H"],
  "xyz": [[1.677, 1.732, 1.504], [0.489, 1.028, 0.925], [-0.792, 1.801, 0.975], [0.602, -0.201, 0.427], [-0.512, -1.041, -0.174], [-0.076, -2.506, -0.297], [-1.690, -0.992, 0.594], [-0.811, -0.408, -1.543], [0.132, -0.536, -2.494], [-1.836, 0.225, -1.712], [1.455, 2.044, 2.528], [2.563, 1.098, 1.515], [1.903, 2.632, 0.920], [-0.592, 2.861, 1.202], [-1.440, 1.383, 1.745], [-1.328, 1.755, 0.031], [1.571, -0.688, 0.443], [0.830, -2.614, -0.880], [0.100, -2.899, 0.698], [-0.865, -3.083, -0.759], [-2.317, -0.428, 0.097], [-0.025, -0.090, -3.387], [0.963, -1.071, -2.359]],
  "nbo_charge": [-0.63, 0.08, -0.68, -0.26, 0.12, -0.60, -0.72, 0.67, -0.81, -0.64, 0.22, 0.21, 0.21, 0.21, 0.24, 0.24, 0.19, 0.19, 0.23, 0.22, 0.50, 0.41, 0.40]
}

Entry 6:
{
  "formula": "C8H28CaN5O3P2",
  "method": "ωB97M-V with the def2-TZVPD basis set",
  "fmax_ev_per_a": 3.48,
  "molar_mass_da": 344.37,
  "charge": 1,
  "orbital_gap_ev": 7.271,
  "multiplicity": 1,
  "homo_ev": -9.9,
  "elements": ["Ca", "C", "N", "C", "P", "O", "O", "P", "O", "N", "C", "C", "N", "C", "C", "N", "C", "C", "H", "H", "H", "H", "H", "H", "H", "H", "H", "H", "H", "H", "H", "H", "H", "H", "H", "H", "H", "H", "H", "H", "H", "H", "N", "H", "H", "H", "H"],
  "xyz": [[-2.329, 0.037, -1.740], [0.855, 0.885, 2.720], [-0.489, 0.897, 2.170], [-1.448, 1.258, 3.209], [-0.977, -0.267, 1.105], [-2.317, 0.037, 0.495], [0.176, -0.458, 0.032], [0.670, 0.274, -1.290], [-0.237, 0.037, -2.466], [0.914, 1.878, -0.937], [1.822, 2.637, -1.796], [-0.325, 2.664, -0.842], [2.147, -0.431, -1.522], [2.729, -0.453, -2.854], [3.165, -0.394, -0.489], [-0.975, -1.677, 1.989], [-2.126, -2.551, 1.762], [0.238, -2.489, 1.988], [1.101, 1.850, 3.178], [1.595, 0.725, 1.933], [0.981, 0.104, 3.476], [-1.161, 2.188, 3.712], [-1.541, 0.467, 3.961], [-2.439, 1.432, 2.776], [2.841, 2.252, -1.731], [1.889, 3.686, -1.485], [1.504, 2.605, -2.844], [-1.051, 2.192, -0.180], [-0.801, 2.782, -1.822], [-0.129, 3.657, -0.423], [1.967, -0.660, -3.612], [3.476, -1.249, -2.947], [3.209, 0.496, -3.109], [2.741, -0.668, 0.481], [3.620, 0.595, -0.393], [3.963, -1.120, -0.684], [-3.061, -2.007, 1.935], [-2.129, -3.399, 2.456], [-2.136, -2.937, 0.737], [1.116, -1.882, 2.228], [0.410, -2.958, 1.014], [0.187, -3.274, 2.751], [-3.452, -1.906, -2.533], [-4.155, -1.649, -3.261], [-3.946, -2.388, -1.750], [-2.769, -2.575, -2.955], [-3.322, 1.757, -2.442]],
  "nbo_charge": [1.64, -0.42, -0.81, -0.42, 2.51, -1.17, -1.10, 2.49, -1.17, -0.81, -0.42, -0.45, -0.80, -0.41, -0.41, -0.80, -0.41, -0.42, 0.23, 0.21, 0.19, 0.22, 0.20, 0.23, 0.21, 0.23, 0.20, 0.21, 0.22, 0.23, 0.23, 0.22, 0.19, 0.20, 0.19, 0.23, 0.23, 0.22, 0.17, 0.21, 0.19, 0.23, -1.18, 0.42, 0.40, 0.40, -0.76]
}

Entry 7:
{
  "formula": "C23H44FN3SSi3TeTi",
  "method": "ωB97M-V with the def2-TZVPD basis set",
  "fmax_ev_per_a": 1.05,
  "de_lowest_kj_mol": 96.10,
  "molar_mass_da": 673.42,
  "orbital_gap_ev": [7.310, 7.309],
  "multiplicity": 1,
  "homo_ev": [-7.1, -7.1],
  "elements": ["Ti", "C", "C", "C", "C", "C", "H", "H", "H", "H", "H", "C", "Si", "C", "C", "N", "C", "C", "C", "C", "C", "C", "F", "H", "H", "H", "H", "H", "H", "H", "H", "H", "H", "H", "H", "H", "N", "C", "N", "S", "H", "H", "H", "H", "C", "Si", "C", "C", "C", "Te", "C", "Si", "C", "C", "C", "H", "H", "H", "H", "H", "H", "H", "H", "H", "H", "H", "H", "H", "H", "H", "H", "H", "H", "H", "H", "H", "H"],
  "xyz": [[1.178, -1.268, 1.004], [2.029, -0.210, 2.987], [2.513, -1.530, 2.966], [3.376, -1.650, 1.850], [3.430, -0.409, 1.194], [2.589, 0.479, 1.889], [1.327, 0.207, 3.684], [2.266, -2.318, 3.656], [3.865, -2.551, 1.524], [3.980, -0.195, 0.297], [2.416, 1.511, 1.637], [-0.207, -0.286, -2.688], [1.579, -0.584, -2.225], [2.505, -0.912, -3.830], [2.386, 0.998, -1.605], [1.672, -1.818, -0.989], [1.818, -3.165, -1.254], [2.001, -3.802, -2.498], [2.158, -5.177, -2.610], [2.141, -6.011, -1.501], [1.953, -5.432, -0.253], [1.801, -4.073, -0.194], [1.618, -3.504, 1.059], [-0.319, 0.534, -3.407], [-0.821, -0.076, -1.811], [-0.606, -1.195, -3.152], [2.587, 0.061, -4.331], [1.978, -1.574, -4.519], [3.520, -1.291, -3.682], [2.206, 1.797, -2.333], [3.468, 0.837, -1.566], [2.071, 1.364, -0.628], [2.018, -3.218, -3.404], [2.294, -5.599, -3.599], [2.264, -7.081, -1.601], [1.918, -6.010, 0.662], [-0.436, -3.310, 3.011], [-0.390, -2.096, 2.227], [-0.852, -0.930, 2.965], [-1.002, -2.172, 0.600], [0.258, -3.285, 3.752], [-0.213, -4.101, 2.424], [-0.554, -0.991, 3.932], [-1.872, -0.928, 2.967], [-5.481, 1.396, 1.000], [-3.930, 0.359, 0.772], [-4.152, -1.211, 1.762], [-3.697, -0.018, -1.041], [-2.575, 1.455, 1.507], [-0.487, 1.469, 1.094], [-0.622, 2.697, -0.661], [-0.081, 4.469, -0.354], [-0.065, 5.383, -1.989], [1.636, 4.498, 0.393], [-1.305, 5.258, 0.821], [-6.370, 0.843, 0.680], [-5.436, 2.320, 0.414], [-5.622, 1.672, 2.050], [-5.062, -1.717, 1.419], [-4.286, -0.995, 2.826], [-3.320, -1.911, 1.641], [-4.659, -0.309, -1.476], [-2.996, -0.844, -1.181], [-3.327, 0.840, -1.609], [-2.624, 1.377, 2.598], [-2.837, 2.497, 1.288], [-1.676, 2.664, -0.953], [-0.061, 2.216, -1.461], [0.657, 4.935, -2.679], [0.210, 6.435, -1.857], [-1.047, 5.355, -2.472], [2.362, 3.972, -0.235], [1.649, 4.044, 1.388], [1.978, 5.532, 0.500], [-2.311, 5.282, 0.390], [-1.021, 6.288, 1.056], [-1.353, 4.707, 1.765]],
  "lowdin_charge": [0.66, -0.19, -0.16, -0.15, -0.15, -0.23, 0.10, 0.11, 0.12, 0.10, 0.07, -0.17, 0.40, -0.18, -0.18, -0.16, -0.31, -0.03, -0.10, -0.10, -0.02, -0.22, -0.07, 0.04, -0.02, 0.04, 0.03, 0.02, 0.04, 0.04, 0.04, -0.02, 0.07, 0.10, 0.10, 0.12, 0.02, -0.98, -0.04, 0.67, 0.06, 0.06, 0.08, 0.04, -0.19, 0.41, -0.20, -0.18, -0.57, 1.35, -0.55, 0.38, -0.18, -0.19, -0.19, 0.03, 0.03, 0.03, 0.04, 0.04, -0.03, 0.04, 0.00, 0.03, 0.01, 0.00, 0.01, -0.02, 0.03, 0.03, 0.03, 0.03, 0.01, 0.03, 0.03, 0.03, 0.02]
}

Entry 8:
{
  "formula": "C3H6N3O",
  "method": "ωB97M-V with the def2-TZVPD basis set",
  "fmax_ev_per_a": 3.23,
  "de_lowest_kj_mol": 106.49,
  "molar_mass_da": 100.10,
  "charge": 1,
  "orbital_gap_ev": 10.925,
  "smiles": "OCc1c[nH]n[nH+]1",
  "multiplicity": 1,
  "homo_ev": -15.2,
  "elements": ["O", "C", "C", "C", "N", "N", "N", "H", "H", "H", "H", "H", "H"],
  "xyz": [[0.370, 2.397, -0.105], [0.812, 1.199, 0.512], [-0.005, -0.004, 0.048], [0.213, -1.303, 0.342], [-0.750, -2.017, -0.256], [-1.593, -1.273, -0.890], [-1.143, -0.020, -0.629], [1.119, 2.687, -0.732], [1.998, 0.939, 0.395], [0.718, 1.364, 1.590], [0.933, -1.625, 1.026], [-0.955, -3.016, -0.270], [-1.717, 0.672, -1.029]],
  "nbo_charge": [-0.70, -0.11, 0.15, -0.05, -0.23, 0.05, -0.26, 0.50, 0.22, 0.23, 0.26, 0.47, 0.46]
}